Entry 1:
Computed, not measured: C32H23BiFN7O9S2 as an isolated structure in a non-equilibrium geometry, with ωB97M-V with the def2-TZVPD basis set.

Each line ends with the Löwdin charge.
Geometry (Å):
Bi1 -0.42 0.20 -0.40  1.450
F1 6.42 -2.07 0.61  0.052
C1 6.05 -0.76 0.57  -0.182
C2 4.72 -0.47 0.42  0.099
C3 4.30 0.85 0.29  -0.033
C4 2.86 1.11 0.09  -0.301
O1 2.12 0.15 -0.14  -0.140
C5 2.50 2.50 0.20  0.002
C6 3.48 3.43 0.23  0.040
N1 4.82 3.18 0.21  0.001
C7 5.72 4.28 0.14  -0.265
C8 5.47 5.33 -0.91  -0.075
C9 6.65 4.41 -1.03  -0.099
C10 5.25 1.88 0.35  -0.120
C11 6.60 1.56 0.55  0.063
C12 7.02 0.24 0.66  -0.151
N2 8.40 -0.01 0.89  -0.096
C13 9.34 0.44 -0.11  -0.134
C14 10.71 0.62 0.54  -0.095
N3 11.13 -0.69 1.11  0.050
C15 10.15 -1.12 2.14  -0.092
C16 8.79 -1.28 1.47  -0.148
C17 1.08 3.12 0.30  -0.629
O2 1.06 4.28 0.67  0.036
O3 0.06 2.45 -0.03  -0.240
H1 3.98 -1.25 0.37  0.145
H2 3.19 4.47 0.29  0.147
H3 6.08 4.61 1.11  0.155
H4 5.63 6.36 -0.65  0.110
H5 4.65 5.16 -1.58  0.116
H6 7.64 4.81 -0.85  0.099
H7 6.63 3.65 -1.80  0.110
H8 7.31 2.36 0.65  0.114
H9 9.01 1.39 -0.52  0.132
H10 9.43 -0.28 -0.95  0.144
H11 10.66 1.34 1.36  0.144
H12 11.45 0.95 -0.19  0.139
H13 12.08 -0.64 1.49  0.191
H14 11.12 -1.39 0.35  0.188
H15 10.11 -0.36 2.92  0.145
H16 10.47 -2.07 2.58  0.141
H17 8.06 -1.57 2.23  0.148
H18 8.84 -2.10 0.73  0.137
S1 -2.90 -0.07 0.15  0.512
C18 -2.61 -1.28 1.38  -0.703
C19 -3.55 -2.29 1.51  -0.054
C20 -3.38 -3.32 2.43  -0.180
C21 -4.28 -4.40 2.45  -0.186
N4 -5.02 -5.28 2.46  0.171
C22 -2.26 -3.30 3.28  -0.182
C23 -1.33 -2.27 3.16  -0.053
C24 -1.48 -1.28 2.21  -0.670
S2 -0.18 -0.10 2.05  0.599
C25 -2.07 -4.31 4.25  -0.190
N5 -1.92 -5.11 5.05  0.166
H19 -4.41 -2.29 0.86  0.115
H20 -0.46 -2.26 3.80  0.115
O4 -0.73 -4.26 -0.60  0.075
C26 -0.36 -3.14 -0.88  -0.614
O5 -0.32 -2.14 -0.10  -0.253
C27 0.11 -2.88 -2.32  -0.081
C28 -0.34 -3.74 -3.32  0.094
C29 0.03 -3.52 -4.64  -0.115
C30 0.78 -2.41 -5.00  0.091
C31 1.23 -1.57 -4.00  -0.125
C32 0.95 -1.82 -2.66  0.022
N6 2.02 -0.42 -4.35  -0.353
O6 2.26 -0.23 -5.53  0.084
O7 2.39 0.32 -3.45  0.073
N7 -0.36 -4.47 -5.66  -0.362
O8 -1.04 -5.41 -5.33  0.101
O9 0.03 -4.26 -6.79  0.081
H21 -0.94 -4.59 -3.03  0.136
H22 1.02 -2.22 -6.03  0.130
H23 1.40 -1.21 -1.89  0.061

Largest force on an atom, hartree/bohr: 0.0304
Net charge: 0
Electronic energy, eV: -92636.5392



Entry 2:
Computed, not measured: C32H23Br4F6N4O6S3Ti as an isolated structure in a non-equilibrium geometry, with ωB97M-V with the def2-TZVPD basis set.

Each line ends with the Löwdin charge.
Geometry (Å):
Ti1 -7.71 10.35 13.07  1.143
O1 -8.23 10.83 17.41  0.087
C1 -7.49 9.81 17.80  -0.255
C2 -7.28 9.71 19.18  0.018
C3 -6.65 8.56 19.70  -0.104
C4 -6.19 7.62 18.88  -0.130
C5 -6.41 7.70 17.51  -0.027
C6 -6.96 8.81 16.98  -0.095
C7 -7.08 8.87 15.51  -0.366
O2 -7.94 9.65 14.92  -0.133
N1 -6.14 8.33 14.81  0.037
N2 -6.37 8.66 13.51  -0.147
C8 -5.90 7.84 12.65  -0.766
S1 -4.69 6.66 13.28  0.944
C9 -4.48 5.85 11.74  -0.566
C10 -4.55 6.98 10.67  -0.522
S2 -6.08 7.91 10.87  0.974
H1 -8.40 10.81 16.46  0.091
H2 -7.70 10.47 19.83  0.082
H3 -6.55 8.38 20.84  0.136
H4 -5.51 6.90 19.26  0.087
H5 -5.98 6.97 16.72  0.146
H6 -5.27 5.18 11.58  0.051
H7 -3.50 5.29 11.75  0.098
H8 -4.53 6.51 9.67  0.085
H9 -3.71 7.60 10.72  0.047
Br1 -6.82 16.04 17.10  0.686
C11 -7.65 14.69 16.02  -0.712
C12 -9.04 14.73 15.76  -0.810
Br2 -10.09 16.08 16.38  0.751
C13 -9.58 13.68 14.93  -0.682
Br3 -11.33 13.59 14.47  0.877
C14 -8.75 12.67 14.43  -0.400
O3 -9.14 11.68 13.65  -0.203
C15 -7.38 12.69 14.68  -0.434
O4 -6.66 11.78 14.04  -0.206
C16 -6.86 13.70 15.46  -0.617
Br4 -4.95 13.50 15.61  0.754
C17 -5.85 11.06 10.05  -0.077
C18 -6.76 10.92 11.24  -0.383
O5 -7.71 11.67 11.33  -0.010
H10 -4.84 10.64 10.29  0.083
H11 -5.84 12.13 9.84  0.081
H12 -6.36 10.53 9.27  0.064
C19 -11.02 10.45 11.66  0.030
C20 -10.27 9.11 11.82  -0.376
O6 -8.98 9.27 12.19  -0.198
C21 -10.92 8.13 12.92  -0.567
F1 -12.12 7.60 12.73  0.174
F2 -10.10 7.11 13.26  0.140
F3 -10.93 8.86 14.02  0.157
C22 -10.30 8.25 10.47  -0.540
F4 -9.62 8.91 9.56  0.164
F5 -9.69 7.06 10.71  0.121
F6 -11.50 7.89 9.95  0.132
H13 -10.72 11.14 12.47  0.056
H14 -12.13 10.47 11.62  0.104
H15 -10.69 10.95 10.76  0.084
S3 -11.66 11.80 20.41  0.999
C23 -12.12 11.30 18.78  -0.522
C24 -13.42 10.75 18.71  -0.126
C25 -13.80 10.17 17.54  -0.208
N3 -13.14 10.27 16.42  0.064
C26 -11.92 10.86 16.47  -0.138
C27 -11.35 11.33 17.64  -0.071
C28 -9.91 12.37 20.39  -0.466
C29 -9.43 13.47 19.63  -0.046
C30 -8.15 13.96 19.97  -0.142
N4 -7.43 13.46 20.95  0.056
C31 -7.85 12.40 21.63  -0.164
C32 -9.07 11.83 21.36  -0.142
H16 -14.12 10.73 19.59  0.111
H17 -14.84 9.79 17.41  0.112
H18 -11.38 11.02 15.51  0.073
H19 -10.33 11.69 17.70  0.083
H20 -9.99 14.06 18.85  0.110
H21 -7.73 14.82 19.45  0.049
H22 -7.12 12.09 22.37  0.106
H23 -9.32 10.90 21.84  0.100

Energy relative to the best compared isomer or geometry (same formula, charge and spin), kJ/mol: 90.3
Largest force on an atom, hartree/bohr: 0.0746
Net charge: -1



Entry 3:
Computed, not measured: C32H23Cl3N5O3RhS as an isolated structure in a non-equilibrium geometry, with ωB97M-V with the def2-TZVPD basis set.

Each line ends with the Löwdin charge.
Geometry (Å):
Rh1 -1.02 -1.84 -2.81  1.308
O1 -0.22 4.85 -3.06  0.024
C1 0.74 4.17 -2.68  -0.642
O2 1.88 4.23 -2.29  0.039
C2 0.26 2.57 -2.80  -0.009
C3 1.24 1.60 -2.77  0.094
C4 0.82 0.28 -2.79  -0.149
N1 -0.48 0.01 -2.84  -0.003
C5 -1.44 0.94 -2.91  -0.145
C6 -1.09 2.27 -2.90  0.096
C7 -2.81 0.36 -3.03  -0.174
C8 -3.95 1.12 -3.15  0.050
C9 -5.18 0.48 -3.30  0.022
C10 -5.22 -0.90 -3.33  0.000
C11 -4.04 -1.61 -3.20  -0.083
N2 -2.86 -0.99 -3.05  -0.062
C12 1.68 -0.94 -2.76  -0.174
C13 3.06 -0.91 -2.74  0.046
C14 3.76 -2.11 -2.73  0.019
C15 3.07 -3.30 -2.75  -0.003
C16 1.69 -3.27 -2.77  -0.083
N3 1.01 -2.12 -2.78  -0.057
H1 2.28 1.88 -2.72  0.135
H2 -1.82 3.07 -2.98  0.137
H3 -3.89 2.20 -3.13  0.139
H4 -6.09 1.06 -3.39  0.140
H5 -6.15 -1.43 -3.46  0.134
H6 -4.02 -2.69 -3.20  0.131
H7 3.57 0.04 -2.74  0.137
H8 4.85 -2.10 -2.71  0.139
H9 3.59 -4.25 -2.75  0.134
H10 1.10 -4.17 -2.80  0.130
Cl1 -3.04 3.76 4.36  0.728
C17 -1.97 2.45 3.98  -0.659
C18 -1.20 2.51 2.83  -0.085
C19 -0.36 1.45 2.55  -0.029
C20 -0.26 0.33 3.38  -0.208
C21 0.70 -0.76 2.98  -0.316
C22 0.01 -2.09 2.67  -0.032
N4 -0.74 -2.02 1.40  -0.014
C23 -2.05 -1.59 1.30  0.018
C24 -2.37 -1.66 -0.02  -0.080
N5 -1.27 -2.14 -0.71  -0.017
C25 -0.29 -2.30 0.18  -0.093
O3 1.66 -0.98 3.98  -0.118
C26 3.01 -0.88 3.54  -0.138
C27 3.30 0.49 2.99  -0.345
C28 3.14 1.64 3.70  -0.972
Cl2 2.61 1.77 5.33  0.728
S1 3.52 3.03 2.79  1.048
C29 3.92 2.10 1.43  -0.403
C30 3.76 0.77 1.67  -0.167
C31 -1.05 0.31 4.52  -0.576
Cl3 -1.03 -1.02 5.63  0.779
C32 -1.90 1.36 4.82  -0.112
H11 -1.24 3.38 2.19  0.116
H12 0.29 1.50 1.67  0.119
H13 1.18 -0.40 2.06  0.135
H14 -0.71 -2.35 3.44  0.099
H15 0.75 -2.89 2.62  0.148
H16 -2.63 -1.32 2.16  0.156
H17 -3.32 -1.45 -0.49  0.111
H18 0.70 -2.68 -0.02  0.149
H19 3.23 -1.63 2.77  0.128
H20 3.61 -1.10 4.41  0.140
H21 4.28 2.58 0.53  0.075
H22 3.99 -0.01 0.95  0.100
H23 -2.51 1.33 5.72  0.115

Energy relative to the best compared isomer or geometry (same formula, charge and spin), kJ/mol: 272.3
Largest force on an atom, hartree/bohr: 0.0465
Net charge: +2



Entry 4:
Computed, not measured: C32H23N6O2Sn as an isolated structure in a non-equilibrium geometry, with ωB97M-V with the def2-TZVPD basis set.

Each line ends with the Löwdin charge.
Geometry (Å):
Sn1 0.52 -0.64 -1.84  1.335
C1 3.54 -0.21 0.23  -0.045
O1 2.61 0.61 -0.46  -0.267
C2 2.87 1.96 -0.54  -0.225
C3 4.15 2.49 -0.57  0.004
C4 4.34 3.85 -0.70  -0.052
C5 3.25 4.70 -0.84  -0.060
C6 1.97 4.19 -0.79  0.004
C7 1.77 2.82 -0.62  -0.120
N1 0.45 2.30 -0.50  -0.110
N2 -0.50 2.85 -1.16  0.188
C8 -1.77 2.52 -1.17  -0.116
C9 -2.30 1.18 -0.92  -0.325
O2 -1.60 0.16 -1.11  -0.210
C10 -3.70 1.07 -0.62  0.014
C11 -4.52 2.14 -0.75  0.028
C12 -4.06 3.41 -1.24  -0.165
C13 -4.94 4.49 -1.43  -0.013
C14 -4.48 5.67 -1.98  -0.060
C15 -3.15 5.80 -2.36  -0.051
C16 -2.25 4.78 -2.10  -0.018
C17 -2.69 3.58 -1.54  -0.101
H1 4.47 -0.33 -0.33  0.098
H2 3.05 -1.18 0.34  0.082
H3 3.76 0.21 1.22  0.111
H4 5.01 1.84 -0.48  0.119
H5 5.34 4.25 -0.71  0.117
H6 3.40 5.76 -0.94  0.114
H7 1.10 4.83 -0.87  0.114
H8 -4.08 0.10 -0.35  0.125
H9 -5.57 2.04 -0.54  0.129
H10 -5.97 4.38 -1.15  0.120
H11 -5.16 6.50 -2.12  0.111
H12 -2.80 6.70 -2.84  0.112
H13 -1.21 4.88 -2.37  0.107
N3 0.32 1.42 5.19  0.177
C18 0.50 1.27 4.06  -0.299
N4 0.78 1.07 2.80  0.200
C19 0.49 1.37 1.67  -0.075
N5 0.23 1.37 0.48  0.154
N6 0.59 -2.32 -0.82  -0.152
C20 0.47 -3.32 -0.03  -0.315
C21 0.66 -4.70 -0.50  -0.174
C22 0.09 -5.77 0.19  -0.017
C23 0.25 -7.07 -0.28  -0.060
C24 1.00 -7.30 -1.42  -0.064
C25 1.56 -6.24 -2.12  -0.066
C26 1.38 -4.95 -1.67  -0.028
C27 0.12 -3.13 1.39  -0.204
C28 0.88 -3.68 2.42  -0.035
C29 0.49 -3.49 3.74  -0.064
C30 -0.66 -2.79 4.04  -0.072
C31 -1.42 -2.24 3.01  -0.074
C32 -1.02 -2.38 1.70  -0.033
H14 -0.48 -5.59 1.09  0.118
H15 -0.19 -7.89 0.26  0.111
H16 1.16 -8.32 -1.76  0.110
H17 2.15 -6.43 -3.01  0.108
H18 1.83 -4.11 -2.19  0.101
H19 1.77 -4.24 2.18  0.124
H20 1.09 -3.90 4.54  0.110
H21 -0.96 -2.65 5.06  0.110
H22 -2.33 -1.71 3.25  0.107
H23 -1.59 -1.95 0.88  0.104

Energy relative to the best compared isomer or geometry (same formula, charge and spin), kJ/mol: 84.4
Largest force on an atom, hartree/bohr: 0.0205
Net charge: +1



Entry 5:
Computed, not measured: C32H24AgAsN9Te as an isolated structure, with ωB97M-V with the def2-TZVPD basis set.

Each line ends with the Löwdin charge.
Geometry (Å):
Ag1 -0.26 0.28 1.03  0.335
N1 0.22 3.78 1.76  0.140
C1 0.34 2.92 2.83  -0.523
N2 0.64 3.36 4.05  0.011
N3 0.67 2.25 4.81  -0.120
N4 0.41 1.21 4.10  -0.108
N5 0.19 1.60 2.82  -0.075
C2 0.23 3.45 0.42  -0.503
N6 0.56 4.33 -0.52  0.014
N7 0.44 3.66 -1.67  -0.108
N8 0.05 2.45 -1.45  -0.115
N9 -0.10 2.28 -0.11  -0.057
H1 0.58 4.70 1.94  0.125
C3 4.06 3.67 1.54  -0.092
C4 3.76 2.69 2.47  -0.089
C5 3.23 1.48 2.06  -0.137
C6 3.03 1.23 0.70  -0.380
C7 3.34 2.21 -0.23  -0.113
C8 3.85 3.43 0.19  -0.091
As1 2.08 -0.39 0.22  1.312
C9 3.41 -1.74 0.63  -0.311
C10 3.76 -2.23 1.88  -0.092
C11 4.74 -3.21 1.98  -0.093
C12 5.37 -3.69 0.84  -0.093
C13 5.02 -3.21 -0.41  -0.034
C14 4.04 -2.23 -0.53  -0.195
C15 3.56 -1.61 -1.79  -0.196
C16 4.01 -1.93 -3.07  -0.037
C17 3.48 -1.27 -4.16  -0.091
C18 2.50 -0.30 -4.00  -0.082
C19 2.03 0.02 -2.73  -0.093
C20 2.58 -0.63 -1.63  -0.322
H2 4.44 4.63 1.86  0.097
H3 3.87 2.89 3.53  0.102
H4 2.93 0.75 2.81  0.084
H5 3.15 2.05 -1.29  0.088
H6 4.05 4.20 -0.55  0.101
H7 3.26 -1.86 2.77  0.103
H8 5.02 -3.59 2.96  0.098
H9 6.13 -4.45 0.93  0.097
H10 5.51 -3.59 -1.30  0.101
H11 4.78 -2.68 -3.21  0.100
H12 3.84 -1.51 -5.16  0.096
H13 2.09 0.21 -4.86  0.101
H14 1.27 0.78 -2.59  0.071
Te1 -2.89 -0.54 1.27  1.335
C21 -3.65 0.05 -0.61  -0.554
C22 -4.99 -0.18 -0.92  -0.154
C23 -5.50 0.23 -2.14  -0.100
C24 -4.68 0.88 -3.05  -0.093
C25 -3.35 1.11 -2.75  -0.073
C26 -2.83 0.69 -1.53  -0.151
C27 -3.09 1.34 2.23  -0.554
C28 -3.24 2.51 1.51  -0.136
C29 -3.19 3.73 2.18  -0.089
C30 -2.99 3.76 3.55  -0.094
C31 -2.84 2.58 4.26  -0.097
C32 -2.90 1.36 3.60  -0.182
H15 -5.63 -0.68 -0.20  0.086
H16 -6.54 0.05 -2.37  0.097
H17 -5.09 1.20 -4.00  0.098
H18 -2.70 1.63 -3.44  0.107
H19 -1.79 0.91 -1.30  0.040
H20 -3.35 2.49 0.43  0.091
H21 -3.28 4.65 1.61  0.104
H22 -2.90 4.71 4.06  0.101
H23 -2.63 2.61 5.32  0.104
H24 -2.74 0.45 4.16  0.091

Energy relative to the best compared isomer or geometry (same formula, charge and spin), kJ/mol: 0.0
Largest force on an atom, hartree/bohr: 0.0025
Net charge: -1



Entry 6:
Computed, not measured: C32H24CoF4I2N9O as an isolated structure, with ωB97M-V with the def2-TZVPD basis set.

Each line ends with the Mulliken spin population.
Geometry (Å):
Co1 -0.57 -1.06 -0.97  1.091
I1 0.79 -5.98 -1.37  0.065
C1 -0.27 -5.00 0.08  0.142
C2 -0.71 -5.65 1.23  -0.093
C3 -1.41 -4.99 2.23  0.230
I2 -1.95 -6.05 3.90  0.105
C4 -1.72 -3.58 2.12  -0.008
C5 -2.44 -2.81 3.06  0.038
C6 -2.65 -1.48 2.81  0.009
C7 -2.16 -0.90 1.64  -0.003
N1 -1.49 -1.61 0.74  -0.013
C8 -1.28 -2.92 0.98  0.130
C9 -0.54 -3.61 -0.07  0.117
O1 -0.19 -2.92 -1.07  0.226
H1 -0.49 -6.71 1.35  0.003
H2 -2.82 -3.28 3.96  0.007
H3 -3.20 -0.87 3.51  0.000
H4 -2.31 0.15 1.42  -0.007
F1 4.64 -2.03 3.65  0.004
C10 3.81 -1.08 3.24  0.059
C11 3.84 0.15 3.89  0.075
F2 4.70 0.30 4.88  0.010
C12 3.01 1.21 3.50  -0.004
C13 2.14 0.94 2.44  0.067
C14 2.14 -0.27 1.79  -0.004
F3 1.23 -0.45 0.82  0.037
C15 2.97 -1.31 2.16  0.177
C16 3.01 -2.57 1.40  0.338
C17 2.90 -2.50 -0.01  -0.035
N2 2.78 -2.37 -1.15  0.245
C18 3.06 -3.83 2.02  -0.047
N3 3.02 -4.87 2.51  0.281
F4 1.24 1.84 2.04  0.002
C19 3.06 2.52 4.15  0.367
C20 2.43 3.64 3.57  -0.034
N4 1.91 4.56 3.10  0.242
C21 3.73 2.74 5.37  -0.028
N5 4.26 2.97 6.37  0.265
C22 -3.22 -0.26 -2.23  0.029
N6 -2.90 1.15 -2.08  -0.008
C23 -3.59 2.03 -3.02  0.000
C24 -1.94 1.59 -1.24  -0.013
N7 -0.97 0.79 -0.82  -0.050
N8 -1.97 2.90 -0.87  -0.001
C25 -0.75 3.58 -0.47  -0.001
C26 -3.22 3.59 -0.58  0.000
H5 -4.30 -0.41 -2.13  0.003
H6 -2.75 -0.86 -1.46  0.012
H7 -2.92 -0.63 -3.21  -0.004
H8 -3.64 1.53 -3.99  0.000
H9 -3.03 2.95 -3.15  0.000
H10 -4.60 2.26 -2.70  0.000
H11 -0.41 1.26 -0.12  -0.014
H12 -0.59 3.55 0.61  0.001
H13 -0.82 4.63 -0.76  0.000
H14 0.11 3.16 -0.98  0.000
H15 -4.05 2.89 -0.55  0.000
H16 -3.43 4.38 -1.31  0.000
H17 -3.13 4.06 0.40  0.000
N9 0.49 -0.89 -2.64  -0.014
C27 0.94 0.38 -3.19  0.007
C28 2.29 0.68 -3.19  -0.011
C29 2.72 1.88 -3.75  0.001
C30 1.81 2.76 -4.31  -0.001
C31 0.45 2.45 -4.29  0.002
C32 0.02 1.26 -3.72  -0.003
H18 1.31 -1.47 -2.43  0.013
H19 -0.01 -1.41 -3.35  0.001
H20 3.01 -0.02 -2.78  0.000
H21 3.78 2.11 -3.78  0.000
H22 2.14 3.68 -4.76  0.000
H23 -0.27 3.13 -4.73  0.000
H24 -1.04 1.01 -3.72  -0.007

Energy relative to the best compared isomer or geometry (same formula, charge and spin), kJ/mol: 17.9
Largest force on an atom, hartree/bohr: 0.0124
2S+1: 5
Net charge: +2
Expectation value of S²: 6.079



Look up the largest force on an atom of the sixth one.
0.0124 hartree/bohr